P) DFT (ωB97M-V/def2-TZVPD) results for a cluster of 13 separate species, C52H143N13O13 in total.

Output
Net charge ... 0
LUMO energy ... 0.33 eV
HOMO level ... -8.42 eV

Each line ends with the Löwdin charge.
Element x y z (Å)
C: -1.195 -0.560 -7.840  -0.44
C: 0.740 -1.142 4.020  -0.21
C: 4.164 1.066 2.498  -0.19
H: 5.348 -1.377 2.359  0.09
O: 0.732 0.178 4.553  -0.20
H: -1.519 -2.221 -1.366  0.05
C: 0.037 3.578 -6.496  -0.39
H: -1.022 -0.113 5.504  0.08
H: -0.816 5.449 -0.704  0.11
H: -0.034 1.330 6.049  0.10
H: -0.245 -6.363 5.250  0.08
H: 0.983 1.845 -7.272  0.05
H: 3.445 -1.561 4.119  0.05
C: -1.847 -1.681 -8.583  -0.07
C: 1.582 -2.106 4.887  -0.42
H: 1.807 1.984 -0.072  0.11
H: 1.266 -1.079 3.053  0.11
H: 1.858 3.174 -7.469  0.05
C: -5.930 -0.476 4.297  -0.27
H: -3.086 -4.024 3.487  0.09
H: 0.557 -1.889 -7.682  0.12
O: -0.212 -6.138 3.324  -0.19
C: 4.320 2.408 3.190  -0.45
H: -6.718 0.199 4.697  0.14
H: -5.399 2.198 4.455  0.06
N: 3.046 0.604 -1.145  0.07
C: -4.594 1.624 4.040  -0.03
H: 0.619 -6.332 -2.354  0.03
H: 5.206 1.763 -4.031  0.09
H: 5.720 3.381 -3.893  0.09
H: 1.176 0.613 -2.742  0.08
H: 5.177 -2.605 -2.075  0.08
C: -0.928 -0.353 1.314  -0.14
C: 5.481 -0.643 1.552  -0.13
H: 2.727 -6.208 -3.288  0.15
H: 3.502 3.037 0.798  0.03
H: 0.953 -6.161 1.116  0.16
H: -3.200 -4.970 -4.950  0.09
H: 2.136 -4.799 -1.578  0.11
H: 2.391 2.552 3.899  0.08
H: -1.904 3.079 -7.375  0.08
H: 3.484 1.146 1.604  0.10
H: 2.411 3.536 -1.131  0.08
H: 0.111 -5.054 -3.260  0.04
H: -1.562 3.417 2.663  0.08
C: 0.589 3.582 -5.038  -0.17
H: -3.380 3.587 -2.417  0.14
H: -1.896 -0.122 -7.131  0.12
C: -1.786 -2.861 -3.846  -0.25
H: -0.544 -1.341 1.326  0.05
H: 2.064 -3.438 3.394  0.07
H: 1.255 6.655 5.039  0.13
H: 3.294 -4.570 -5.271  0.09
H: -1.957 -6.225 2.077  0.14
C: -1.362 2.973 -6.445  -0.05
H: -3.891 1.187 -1.184  0.07
O: -2.598 -2.686 5.036  -0.19
H: -7.729 -3.055 3.561  0.10
H: 3.077 5.512 3.621  0.05
C: 2.999 -1.657 5.107  -0.04
O: 1.941 4.045 -4.951  -0.23
H: -0.808 -7.540 1.942  0.10
H: 0.983 4.225 4.521  0.11
H: 3.802 0.296 3.168  0.09
N: -0.542 -6.517 -0.288  0.02
H: -2.017 -0.442 1.288  0.08
N: 2.544 6.365 3.411  0.06
C: -3.171 1.589 -0.517  -0.05
H: -2.851 3.408 0.536  0.12
H: -2.281 -0.398 -5.034  0.07
H: 0.224 -3.800 1.594  0.06
H: 1.876 -5.705 -5.612  0.07
C: 0.373 7.428 3.318  -0.07
C: -0.850 -6.488 2.117  -0.23
H: 3.672 6.220 -0.535  0.08
C: -3.372 3.087 -0.392  -0.43
O: -1.426 3.726 -1.814  -0.17
H: 2.454 6.591 2.441  0.03
H: -0.592 7.534 3.831  0.08
O: -0.409 0.402 0.260  -0.21
H: -0.121 2.555 3.331  0.09
H: 3.201 5.522 -5.302  0.08
H: -0.719 -2.901 -4.052  0.10
H: 4.925 3.255 5.011  0.09
N: 4.080 3.632 0.190  0.09
H: 0.529 -3.712 3.998  0.04
C: -1.747 -0.334 -4.087  -0.03
H: -3.164 -1.483 -3.004  0.14
H: -4.383 -3.191 5.929  0.12
H: -2.196 -2.512 3.092  0.08
C: -5.106 0.324 3.297  -0.40
H: 1.464 -0.076 1.092  0.11
H: -4.270 -0.280 2.926  0.12
H: 0.663 2.512 -4.709  0.12
H: -0.218 2.900 1.584  0.07
N: 0.689 -5.890 -3.276  0.04
H: -0.037 1.559 -1.870  0.06
C: -2.789 3.894 -1.522  -0.23
H: -0.026 4.587 -6.929  0.13
C: -3.300 -3.438 5.955  -0.25
H: -3.079 4.984 -1.389  0.14
H: -1.441 -0.625 -1.413  0.05
H: -3.250 1.015 0.389  0.05
N: -4.842 3.314 -0.371  0.03
H: -3.965 -2.465 3.443  0.06
H: 2.214 6.197 -1.244  0.06
H: -1.299 -4.022 0.623  0.09
C: -2.549 -4.331 -5.577  -0.08
H: 3.930 -2.901 -0.752  0.08
H: -2.203 -2.371 -7.812  0.06
H: 1.501 5.898 -5.865  0.09
C: -0.038 0.288 5.703  -0.11
H: -5.344 2.676 0.246  0.04
H: -1.574 -4.840 -5.646  0.09
H: -1.096 -7.641 4.442  0.09
H: 2.307 0.144 -5.096  0.08
H: -4.342 -3.938 8.439  0.07
C: 1.773 -0.716 -5.498  -0.09
H: -6.944 -2.822 5.141  0.07
C: 4.816 2.771 -3.874  -0.09
C: 2.259 -4.901 -4.981  -0.06
H: 4.775 -0.862 0.797  0.04
H: 1.676 -3.361 -2.638  0.14
H: 5.888 1.766 4.508  0.09
C: 1.027 1.453 -2.050  -0.05
O: 3.710 -3.873 -2.621  -0.19
H: 0.273 -4.017 -0.148  0.04
C: 1.010 0.072 0.075  -0.14
H: 1.436 2.388 -2.472  0.07
H: -1.279 1.918 -6.213  0.06
C: 0.421 5.026 3.996  -0.23
H: 2.610 3.419 2.454  0.06
C: 3.225 4.208 -0.868  -0.39
N: -5.929 0.712 2.143  0.04
C: 1.190 6.323 4.009  -0.41
H: 2.145 5.704 0.335  0.07
C: -3.035 -2.941 3.679  -0.05
H: 4.740 3.000 -0.244  0.07
H: -1.972 3.416 -5.699  0.07
C: 2.158 5.442 -5.102  -0.10
H: 1.255 -1.212 -4.685  0.06
N: -1.276 -1.461 -1.969  0.09
H: -0.498 5.202 4.566  0.12
N: 0.923 2.853 -7.423  0.05
H: -3.985 2.198 3.341  0.06
H: 0.338 -0.289 6.551  0.08
H: 0.880 8.373 3.249  0.07
H: 4.992 2.907 2.448  0.14
C: -0.964 -6.555 4.466  -0.09
H: -0.700 -0.274 -4.254  0.05
H: -0.302 -1.805 -6.115  0.08
H: 1.681 -3.979 -5.177  0.05
C: 2.782 5.627 -0.549  -0.05
H: -0.252 -7.493 -0.368  0.09
C: 2.361 -4.256 -2.512  -0.24
H: 5.076 4.641 -2.008  0.13
H: -0.527 3.958 0.112  0.05
H: -8.365 -1.770 4.719  0.11
H: -2.800 -2.136 7.585  0.14
H: -1.854 -5.977 4.684  0.06
C: 4.084 4.225 -2.140  -0.16
C: -0.111 -5.872 0.917  -0.44
C: 1.726 1.140 -0.786  -0.45
H: 2.491 -1.377 -5.994  0.09
N: -3.367 -4.134 8.263  0.04
C: 4.134 -2.750 -1.836  -0.09
H: -4.030 1.252 4.914  0.08
H: -0.684 0.061 2.296  0.08
C: -7.448 -2.309 4.328  -0.08
H: -6.371 -0.062 1.644  0.08
H: -0.263 -1.542 3.882  0.10
C: -0.595 4.360 -0.886  -0.11
H: -0.968 -3.603 8.500  0.09
H: 0.031 0.076 -9.363  0.08
O: -2.507 -3.003 -5.028  -0.20
H: 3.003 -0.660 5.618  0.09
C: 4.922 2.260 4.544  -0.05
H: 4.220 1.631 5.102  0.07
C: -0.029 -1.273 -7.008  -0.13
H: 6.454 -0.810 1.027  0.11
C: -2.081 -1.532 -3.182  -0.41
H: 1.960 5.954 -4.155  0.08
H: -3.246 -4.533 5.751  0.12
H: 0.415 4.425 -1.326  0.07
H: 1.014 -2.114 5.787  0.09
H: 1.166 -0.857 -0.480  0.12
H: -2.198 1.366 -0.959  0.05
O: 0.189 4.554 2.698  -0.20
H: -2.611 -1.363 -9.312  0.09
H: 3.682 1.317 -1.514  0.06
O: 5.473 0.668 2.025  -0.17
H: -1.526 -6.364 -0.472  0.09
H: -2.170 0.536 -3.593  0.08
O: -6.557 -1.468 3.592  -0.22
O: 0.811 -0.224 -6.439  -0.25
C: -1.275 -3.600 7.442  -0.05
C: -0.474 3.312 2.576  -0.10
H: -2.891 -4.100 9.149  0.06
H: -6.683 1.306 2.458  0.07
H: -5.079 4.273 -0.049  0.08
O: 4.290 2.877 -2.578  -0.24
H: 0.106 7.230 2.296  0.06
H: 4.147 3.104 -4.669  0.08
H: -0.496 1.335 -8.497  0.03
H: 3.561 -2.332 5.778  0.09
H: -1.155 -4.575 7.009  0.07
H: -3.077 -4.218 -6.549  0.09
H: 3.616 4.651 -3.010  0.10
H: -0.097 4.008 -4.307  0.11
H: -1.052 -2.211 -9.078  0.07
N: -0.717 0.395 -8.781  0.06
H: -2.000 -3.653 -3.140  0.12
C: -0.222 -4.342 0.738  -0.05
N: 1.472 -3.452 4.228  0.07
C: 2.049 -5.354 -3.515  -0.44
N: 3.044 3.121 3.331  0.06
C: -2.727 -3.204 7.346  -0.44
H: -5.304 -0.893 5.107  0.12
H: 3.530 -1.863 -2.082  0.06
H: -0.639 -2.915 6.924  0.05
H: 3.465 0.270 -0.234  0.06

---

Q) DFT (ωB97M-V/def2-TZVPD) results for a cluster of 13 separate species, C52H143N13O13 in total.

Output
Net charge ... 0
LUMO energy ... 0.31 eV
HOMO level ... -8.59 eV

Each line ends with the Löwdin charge.
Element x y z (Å)
O: -6.317 3.437 1.749  -0.19
H: -3.793 5.572 6.831  0.08
H: -0.743 2.797 -2.709  0.07
H: -4.286 3.511 2.370  0.06
H: -0.535 1.867 1.384  0.07
H: 1.567 -1.988 4.005  0.09
N: -9.075 5.792 2.428  0.04
H: -3.296 -4.933 3.434  0.14
C: 2.058 4.291 0.325  -0.42
H: 4.098 -0.687 -4.573  0.08
C: 1.897 -2.029 -1.062  -0.03
C: -3.038 -2.939 2.348  -0.41
N: 6.168 -1.237 -6.030  0.03
H: -2.517 -3.057 -1.215  0.12
H: 0.536 3.133 -0.533  0.06
H: -4.427 -3.950 6.008  0.10
H: 0.333 0.391 -6.073  0.07
H: 2.366 -0.544 4.530  0.08
H: 4.155 -6.426 3.315  0.06
C: -3.219 -2.302 -1.607  -0.45
O: -2.987 -3.297 4.636  -0.20
H: 8.470 -2.767 -1.566  0.09
C: -2.767 -2.023 -3.042  -0.23
O: -3.764 0.383 -6.865  -0.17
H: 0.889 -0.498 3.451  0.07
O: -2.568 -3.176 -3.777  -0.18
H: -1.346 -2.242 1.287  0.05
H: 1.399 0.582 -0.015  0.10
C: 3.458 -6.862 0.925  -0.05
C: -0.120 0.207 8.053  -0.06
O: 5.700 -0.742 3.556  -0.19
H: -0.325 1.649 -4.938  0.05
H: 2.783 0.959 1.460  0.05
N: 2.192 -5.505 -6.901  0.03
H: -2.093 -0.728 -6.295  0.13
H: 7.536 -0.714 4.427  0.09
H: -0.897 0.275 8.810  0.07
H: 2.816 -6.302 -6.951  0.07
H: -2.012 2.089 0.407  0.07
H: -4.722 -0.435 -5.332  0.07
H: 0.296 -0.481 0.825  0.11
N: 0.844 -0.383 -2.474  0.06
C: 0.668 -1.090 -1.221  -0.43
H: 4.052 -0.081 0.662  0.07
H: 1.869 -1.211 6.951  0.13
H: -0.650 -3.568 -2.923  0.07
H: -5.948 3.771 -2.437  0.06
N: 1.910 3.771 1.674  0.05
H: 2.742 -6.523 1.651  0.07
H: 0.343 -6.226 -4.887  0.12
H: -4.822 -3.250 -0.616  0.06
H: -0.331 0.902 7.254  0.08
H: 2.025 -6.861 -4.621  0.11
H: -2.679 2.852 -7.520  0.08
H: 6.577 0.306 -4.660  0.14
H: -0.104 4.761 0.125  0.08
C: -3.343 -3.866 5.818  -0.14
H: 3.088 -4.612 -2.806  0.09
H: -7.189 4.072 3.468  0.12
H: 7.394 -2.567 -4.041  0.12
C: -1.513 1.358 -6.771  -0.43
C: 0.879 -1.522 6.595  -0.24
H: -1.305 6.707 3.968  0.14
H: 2.805 3.802 2.148  0.06
C: 1.367 -5.993 -4.553  -0.18
H: -1.277 1.147 -7.806  0.13
C: 4.760 1.132 2.266  -0.44
H: 2.960 -6.390 -2.592  0.10
H: -1.966 5.116 5.497  0.12
C: -4.682 -0.516 -6.437  -0.14
H: 1.255 4.369 2.169  0.03
C: 1.380 -0.950 4.314  -0.11
H: 7.300 -1.923 3.081  0.08
H: -3.630 2.838 -1.443  0.12
H: 3.076 -4.760 -5.276  0.13
H: 6.457 -0.046 1.703  0.12
C: -4.661 -2.900 -1.631  -0.02
H: -2.994 -4.906 5.926  0.09
N: -3.614 -1.600 2.477  0.04
H: 3.198 -6.432 -0.055  0.05
N: -3.220 -1.173 -0.754  0.08
H: -5.695 -0.278 -6.759  0.09
C: -1.542 -4.074 -3.294  -0.08
H: 2.111 -5.244 -1.488  0.07
H: 6.298 -2.835 -0.041  0.08
N: 4.926 -6.859 2.809  0.02
H: 0.789 -1.027 -3.269  0.07
H: 1.908 6.408 0.942  0.14
H: -0.437 -1.688 9.647  0.06
H: 6.191 -4.798 1.635  0.12
C: 6.313 -0.761 -4.653  -0.42
O: 7.384 -1.129 -2.525  -0.21
H: 1.104 -3.285 -4.531  0.05
H: 4.658 7.324 0.012  0.09
H: -0.093 4.612 3.945  0.08
H: 4.851 -0.789 -2.959  0.05
C: -8.174 4.839 1.750  -0.45
C: -2.514 0.298 -6.241  -0.21
H: -4.613 -1.670 2.412  0.07
H: 8.439 -1.231 -0.740  0.08
C: -2.469 6.145 2.233  -0.04
C: 4.453 6.952 1.039  -0.11
H: 5.672 -6.942 0.855  0.15
H: -5.338 2.421 3.284  0.09
H: -0.281 -1.625 -1.169  0.11
H: -7.283 6.258 0.475  0.08
C: 1.240 -3.682 -5.539  -0.06
C: -3.447 2.290 -2.392  -0.19
H: 5.825 -6.607 3.201  0.06
H: -5.295 -2.028 -1.819  0.07
O: 1.209 -5.498 -3.227  -0.21
O: 0.511 -0.829 5.428  -0.19
H: -7.237 4.689 -0.326  0.06
H: -1.750 6.391 1.465  0.07
H: 9.436 -1.358 -2.193  0.08
H: -1.096 -1.489 7.181  0.13
H: -4.838 2.060 1.551  0.08
H: 0.074 0.289 -2.628  0.06
H: 3.418 -7.949 0.895  0.08
H: -5.108 5.087 5.818  0.07
H: -1.905 -4.843 -2.585  0.10
C: 3.641 0.284 1.611  -0.05
H: -8.502 6.520 2.877  0.08
H: -5.783 1.351 -1.126  0.06
C: -2.584 5.237 4.598  -0.24
H: -2.880 -3.297 6.609  0.08
C: 6.856 -1.429 3.950  -0.12
C: 0.708 4.198 -0.373  -0.06
H: 0.371 2.169 -6.392  0.08
H: 2.793 -1.389 -1.110  0.07
H: 2.714 6.121 -0.663  0.13
H: 0.842 0.352 8.524  0.08
C: -7.844 5.323 0.325  -0.04
H: 4.383 1.564 3.183  0.13
H: -5.368 3.740 -4.109  0.07
H: -3.427 -1.383 0.206  0.03
H: -0.066 -3.040 8.732  0.06
H: -3.483 -1.399 -3.555  0.11
H: 1.879 -2.611 -0.133  0.08
O: -0.598 0.853 -0.404  -0.24
H: -9.487 5.259 3.174  0.06
C: -5.706 3.126 -3.278  -0.04
C: -4.414 5.886 6.011  -0.07
H: 0.783 4.688 -1.332  0.07
H: 4.800 -2.149 -4.029  0.08
N: -0.587 4.906 3.116  0.04
H: 1.820 -2.934 -6.079  0.07
H: -4.874 -3.725 -2.316  0.08
H: 3.859 7.667 1.616  0.09
C: 8.494 -1.669 -1.749  -0.09
H: -1.290 -4.654 -4.190  0.07
N: 0.139 -2.061 8.893  0.04
C: 4.838 -6.412 1.376  -0.41
H: 8.401 -1.222 -4.318  0.11
H: 1.274 -5.674 -7.319  0.08
H: -2.575 0.475 -5.127  0.12
C: -5.139 2.822 2.278  -0.08
O: -3.561 6.200 4.884  -0.20
H: 3.289 -0.597 2.150  0.06
C: 5.193 -4.929 1.209  -0.23
O: 3.845 5.679 0.965  -0.21
H: -3.488 -3.320 1.430  0.12
C: -0.130 -1.247 7.648  -0.45
C: 4.961 -1.057 -3.985  -0.06
C: -3.558 -3.843 3.499  -0.21
H: -2.786 1.454 -2.179  0.10
O: 5.081 -4.503 -0.119  -0.18
H: -4.903 6.811 6.248  0.08
H: 1.847 -2.692 -1.921  0.05
C: -1.517 -2.791 2.205  -0.03
H: -8.720 3.891 1.762  0.14
H: 4.328 2.860 1.296  0.04
H: 5.158 -2.935 -1.412  0.08
C: 7.433 -1.485 -3.900  -0.22
H: -4.671 -3.844 3.615  0.13
H: 6.588 -2.205 4.646  0.08
C: -6.927 4.463 2.479  -0.25
H: -6.273 5.321 2.678  0.13
H: -1.509 4.320 -2.186  0.08
H: 4.576 -4.295 1.871  0.13
H: -6.684 2.710 -3.533  0.07
C: -4.833 1.907 -2.937  -0.43
H: 4.530 -2.486 0.127  0.07
H: -1.121 -2.203 3.028  0.07
N: 5.128 2.232 1.418  0.06
H: -2.393 -0.597 -0.812  0.05
H: 5.342 1.846 0.498  0.08
H: -3.228 6.910 2.344  0.08
H: -5.066 0.175 -1.926  0.03
H: 6.671 0.953 3.161  0.12
C: 2.576 5.738 0.366  -0.21
H: -2.575 2.835 -5.926  0.05
H: -1.796 -1.517 -3.052  0.11
H: -3.420 -1.207 3.393  0.08
N: -2.011 2.724 -6.755  0.05
H: 6.725 -0.682 -6.659  0.07
H: -4.442 -1.536 -6.728  0.09
H: -3.035 4.258 4.310  0.13
H: 2.739 3.590 -0.153  0.13
H: -1.782 0.612 1.393  0.08
C: 5.293 -3.126 -0.341  -0.09
C: -1.707 5.800 3.501  -0.43
H: -1.144 4.146 -3.865  0.09
H: 0.267 -3.842 -6.010  0.08
H: 5.441 6.846 1.501  0.09
C: 0.498 -0.019 -0.142  -0.19
H: 5.186 -1.192 -6.257  0.05
C: 5.985 0.302 2.631  -0.20
C: -1.445 3.588 -2.993  -0.10
H: -4.535 1.314 -3.807  0.12
C: -0.201 1.340 -5.975  -0.06
C: 2.418 -5.443 -2.506  -0.12
H: -1.011 -3.770 2.196  0.09
H: -2.911 5.187 1.945  0.06
H: -0.918 4.114 2.583  0.06
C: -1.284 1.368 0.758  -0.08
O: -2.767 3.159 -3.301  -0.21
C: 2.043 -4.976 -5.557  -0.44
H: 0.999 -2.603 6.349  0.13
H: -8.800 5.574 -0.086  0.06
N: -5.565 1.046 -2.053  0.06

---

Winner for stability: Q)

---

P) DFT (ωB97M-V/def2-TZVPD) results for a cluster of 2 separate species, C2H3FS in total.

Output
Net charge ... 0
LUMO energy (alpha / beta) ... -0.47 / -0.10 eV
HOMO level (alpha / beta) ... -8.62 / -8.55 eV

Each line ends with the Löwdin charge.
Element x y z (Å)
H: -1.432 0.661 0.619  -0.01
F: 1.524 1.504 0.021  -0.01
H: -1.312 -0.062 -1.065  -0.01
C: -1.191 -0.173 -0.006  0.10
S: 2.304 -0.992 0.029  0.69
H: -1.188 -1.158 0.410  0.00
C: 1.294 0.220 -0.009  -0.76

---

Q) DFT (ωB97M-V/def2-TZVPD) results for a cluster of 2 separate species, C2H3FS in total.

Output
Net charge ... 0
LUMO energy ... -0.44 eV
HOMO level ... -9.38 eV

Each line ends with the Löwdin charge.
Element x y z (Å)
H: 1.447 -1.759 -0.294  0.21
C: -0.086 0.840 -0.337  -0.34
H: 0.418 1.057 -1.151  0.00
F: -0.050 -0.849 1.595  -0.07
S: -1.478 -0.352 -0.497  0.85
H: -0.289 1.650 0.420  0.10
C: 0.037 -0.588 0.264  -0.75

---

Winner for stability: P)